No. 1
{
  "formula": "C7H5HoNO7",
  "method": "ωB97M-V/def2-TZVPD",
  "species": ["Ho", "O", "O", "O", "O", "O", "O", "O", "N", "C", "C", "C", "C", "C", "C", "C", "H", "H", "H", "H", "H"],
  "xyz": [[-0.08359, -1.03915, 0.01557], [-3.50469, -1.78762, -0.86053], [-0.05109, -1.79523, -3.46797], [2.46747, -3.51732, 0.47331], [-0.46561, 1.25593, 0.16604], [-1.12772, -3.04784, 2.77398], [1.60562, 0.47399, 0.42458], [-1.02384, -4.60770, -0.74111], [-0.06364, 3.64707, 0.33680], [-0.79079, -2.35453, 1.92121], [-0.02518, -1.52159, -2.34978], [1.68415, -2.69186, 0.30368], [-0.69062, -3.52583, -0.57323], [-2.43000, -1.49460, -0.56823], [1.21758, 2.88496, 0.31342], [0.80068, 1.45460, 0.30728], [0.02192, 4.53480, 0.82009], [1.81908, 3.12169, 1.18919], [-0.79640, 3.03103, 0.73510], [1.77610, 3.11579, -0.58977], [-0.33943, 3.86343, -0.62964]],
  "forces_ev_per_angstrom": [[0.845, 2.253, 0.498], [4.560, 1.254, 1.236], [0.125, 1.179, 4.829], [-3.259, 3.455, -0.727], [0.552, -1.379, -0.030], [1.407, 2.893, -3.521], [-1.123, 0.554, -0.372], [1.203, 3.726, 0.526], [0.021, 0.299, -0.641], [-1.857, -3.506, 4.882], [0.066, -1.254, -6.410], [4.641, -4.055, 0.974], [-1.425, -4.514, -0.687], [-6.006, -1.084, -1.453], [0.013, 0.074, 0.306], [0.076, -1.072, 0.088], [-0.063, 0.342, 0.372], [0.110, -0.011, 0.002], [0.116, 0.694, -0.078], [0.210, 0.083, -0.024], [-0.213, 0.069, 0.230]],
  "mulliken_spin": [4.05, 0.00, 0.00, 0.00, -0.01, 0.00, 0.00, 0.00, 0.00, -0.01, -0.01, -0.01, -0.01, -0.01, 0.00, -0.01, 0.00, 0.00, 0.00, 0.00, 0.00],
  "homo_ev": [-23.0775, -23.1037],
  "total_charge": 3,
  "multiplicity": 5,
  "total_energy_ha": -1798.1979,
  "relative_energy_ev": 0.000
}

No. 2
{
  "formula": "C7H5I2N3",
  "method": "ωB97M-V/def2-TZVPD",
  "species": ["I", "I", "N", "N", "N", "C", "C", "C", "C", "C", "C", "C", "H", "H", "H", "H", "H"],
  "xyz": [[0.78406, 2.03462, 4.05445], [-2.23781, -1.34905, -3.59455], [0.78487, 0.17573, 0.38829], [-0.65887, -1.96236, -1.13663], [1.22838, 0.40439, 1.59932], [-0.52868, 1.75887, 1.22216], [0.36372, -1.97048, -0.36092], [-0.96229, 0.90303, -1.14336], [-0.33318, 0.93957, 0.07986], [1.36091, -0.85073, -0.43266], [-1.29867, -1.11330, -1.78995], [0.44840, 1.36322, 2.10857], [-1.28468, 2.50364, 1.35873], [0.42177, -2.71265, 0.41810], [-1.86541, 1.46999, -1.29219], [2.33376, -1.11643, -0.02009], [1.44373, -0.47804, -1.45912]],
  "forces_ev_per_angstrom": [[-0.058, -0.096, -0.400], [0.048, -0.091, -0.057], [-0.382, 0.637, 0.097], [-0.338, -0.540, -0.196], [0.584, -0.136, 0.682], [0.019, -0.332, -0.295], [0.565, -0.004, 0.085], [-0.478, -3.551, -1.870], [0.118, 0.444, 0.756], [-0.124, -0.384, -0.297], [0.315, 3.903, 1.090], [0.182, 0.038, 0.217], [-0.206, 0.073, 0.006], [0.062, -0.165, 0.078], [-0.196, 0.142, 0.010], [-0.135, 0.079, -0.036], [0.025, -0.017, 0.129]],
  "mulliken_charge": [0.11, 0.14, 0.95, -0.29, -1.09, -0.66, -0.16, -1.00, 0.99, -0.78, 0.03, -0.09, 0.41, 0.44, 0.32, 0.31, 0.36],
  "homo_ev": [-7.7189, -7.5524],
  "total_charge": 0,
  "multiplicity": 1,
  "total_energy_ha": -1029.1986,
  "relative_energy_ev": 3.974
}

No. 3
{
  "formula": "C7H5N4",
  "method": "ωB97M-V/def2-TZVPD",
  "species": ["N", "N", "N", "N", "C", "C", "C", "C", "C", "C", "C", "H", "H", "H", "H", "H"],
  "xyz": [[-0.40000, -0.23455, -0.05933], [-0.32208, -1.58694, -0.10023], [-3.95550, -0.61564, 0.02896], [-1.29906, 1.72375, -0.05231], [0.00342, 1.93553, -0.02542], [-2.86577, -0.21651, 0.03350], [0.62812, 0.67709, 0.00351], [0.85295, -2.10137, -0.01676], [2.01575, -1.29004, 0.03012], [1.92301, 0.05284, 0.03806], [-1.58691, 0.41270, -0.01453], [0.75267, -3.12270, 0.01710], [2.94676, -1.67827, 0.07087], [0.36338, 2.89211, 0.06315], [2.77516, 0.58176, -0.05164], [-1.83191, 2.57022, 0.03495]],
  "forces_ev_per_angstrom": [[-0.795, 0.282, 0.362], [-1.180, 0.403, 0.245], [1.490, 0.421, 0.094], [-0.409, -0.073, 0.434], [1.862, -2.843, 0.102], [-1.124, 0.027, -0.260], [0.335, 0.059, -0.388], [-0.502, 2.391, -0.008], [-2.053, 1.046, 0.189], [-2.742, -0.855, -0.326], [-0.604, -0.463, -0.417], [0.699, -2.406, -0.056], [2.744, -1.529, 0.013], [1.052, 1.881, 0.016], [2.608, 2.029, 0.073], [-1.380, -0.370, -0.072]],
  "mulliken_charge": [0.85, -1.19, -0.28, 0.01, -0.62, 0.08, 0.79, -0.25, -0.39, -0.69, 0.46, 0.52, 0.47, 0.49, 0.52, 0.23],
  "homo_ev": -13.7010,
  "total_charge": 1,
  "multiplicity": 1,
  "total_energy_ha": -488.4521,
  "smiles": "N#Cc1[nH+]cc2cccnn12",
  "relative_energy_ev": 0.000
}

No. 4
{
  "formula": "C7H5NO",
  "method": "ωB97M-V/def2-TZVPD",
  "species": ["O", "N", "C", "C", "C", "C", "C", "C", "C", "H", "H", "H", "H", "H"],
  "xyz": [[1.04496, 0.67735, -3.17534], [0.99078, 0.54207, -0.78599], [0.45830, 0.43365, 0.61514], [-1.50675, -0.47758, 2.35640], [-1.79356, -1.15940, -2.02568], [1.15879, 0.73118, 1.71708], [-0.97226, -0.14519, -1.98584], [0.43554, 0.38372, -2.09494], [-0.77174, -0.01689, 1.23926], [-2.54169, -1.81797, -2.22264], [2.34096, 0.47863, -0.66725], [2.20595, 1.22264, 1.56262], [-2.18495, -1.26298, 2.68213], [1.13568, 0.41078, 2.78504]],
  "forces_ev_per_angstrom": [[-2.425, -1.480, 4.631], [4.225, -0.412, 1.658], [-0.320, -0.578, 0.357], [5.223, 3.269, -8.954], [6.636, 8.044, 0.421], [5.349, 1.345, -0.236], [-3.352, -6.173, -0.921], [1.165, 1.236, -1.138], [-6.394, -4.485, 6.814], [-1.783, -1.521, -0.199], [-5.780, 0.537, -0.882], [-1.642, -0.624, -0.049], [0.231, 0.512, -0.109], [-1.135, 0.329, -1.392]],
  "mulliken_charge": [-0.57, -0.27, 0.78, -0.73, -0.15, -0.84, -0.39, 0.58, 0.00, 0.43, 0.36, 0.20, 0.31, 0.29],
  "homo_ev": -8.7799,
  "total_charge": 0,
  "multiplicity": 1,
  "total_energy_ha": -399.3692,
  "relative_energy_ev": 9.610
}

No. 5
{
  "formula": "C7H5NO4",
  "method": "ωB97M-V/def2-TZVPD",
  "species": ["O", "O", "O", "O", "N", "C", "C", "C", "C", "C", "C", "C", "H", "H", "H", "H", "H"],
  "xyz": [[1.34635, 2.78049, 2.06216], [-2.34616, -2.69890, 0.53520], [-1.53371, -2.98058, -1.69171], [2.04462, 2.74895, -0.13384], [-0.90732, -0.70353, 0.94512], [-1.68396, -2.42725, -0.58166], [0.82984, 0.55696, -0.87882], [1.37217, 2.21246, 0.91124], [-0.01725, 0.20500, 1.43282], [0.66088, 1.00021, 0.40846], [0.06362, -0.63130, -1.18316], [-0.82110, -1.15741, -0.25661], [2.13921, 2.11481, -1.09103], [-0.04381, -0.99383, -2.21636], [-0.13017, 0.61302, 2.35110], [-2.24539, -1.95244, 1.13146], [1.27217, 1.31332, -1.74436]],
  "forces_ev_per_angstrom": [[-0.046, -2.952, -5.214], [-1.167, -2.366, -2.122], [-1.405, 0.977, 4.021], [1.238, -0.822, -2.346], [1.168, 0.802, 4.030], [2.146, 1.109, -1.950], [-2.017, -0.557, -2.125], [0.481, 2.554, 1.947], [-1.474, 0.173, -7.014], [0.708, -1.185, 3.769], [0.567, 1.638, -1.668], [0.885, -0.659, -2.267], [-0.451, 2.710, 4.934], [0.471, 0.000, 0.589], [-0.177, 0.755, 3.000], [0.511, 0.711, 0.613], [-1.437, -2.889, 1.804]],
  "mulliken_charge": [-0.60, -0.50, -0.57, -0.52, -0.54, 0.38, -0.20, 0.56, -0.74, 0.76, -0.49, 0.56, 0.38, 0.40, 0.46, 0.54, 0.13],
  "homo_ev": -10.6308,
  "total_charge": 0,
  "multiplicity": 1,
  "total_energy_ha": -625.3933,
  "smiles": "O=C(O)c1ccc(C(=O)O)nc1",
  "relative_energy_ev": 2.757
}

No. 6
{
  "formula": "C7H5O3",
  "method": "ωB97M-V/def2-TZVPD",
  "species": ["O", "O", "O", "C", "C", "C", "C", "C", "C", "C", "H", "H", "H", "H", "H"],
  "xyz": [[-2.05031, -2.34439, -1.71246], [-0.59827, 0.25336, 0.16097], [-1.66135, -3.87566, -0.02989], [-0.98491, 2.64272, 0.40078], [1.68177, 0.15209, 0.15360], [-0.10591, 1.53176, 0.40098], [0.45385, -0.63927, -0.01831], [1.34584, 1.44632, 0.49865], [0.30940, -1.87464, -0.34340], [-1.60458, -2.90197, -0.74709], [1.24253, -2.49701, -0.57944], [-0.75955, 3.66154, 0.47767], [2.05390, 2.23493, 0.70989], [2.67073, -0.32779, 0.33782], [-1.99312, 2.53800, 0.29023]],
  "forces_ev_per_angstrom": [[-0.026, -0.117, 0.792], [-0.307, 1.608, 0.410], [-0.049, 1.242, -0.400], [3.425, -3.215, 0.243], [-0.086, 0.953, 1.898], [-2.285, 1.955, -0.523], [1.964, 2.392, 0.205], [0.510, -1.915, -0.983], [-0.888, -4.229, -1.222], [1.303, -0.526, -0.301], [-1.192, 1.094, 0.579], [1.335, 1.101, 0.310], [-0.301, 0.122, 0.096], [-0.839, 0.539, -0.747], [-2.565, -1.004, -0.357]],
  "mulliken_charge": [-0.49, -0.34, -0.54, -1.25, -0.59, 0.63, 0.61, -0.47, -0.56, 0.55, 0.12, 0.31, 0.39, 0.29, 0.33],
  "homo_ev": -3.7962,
  "total_charge": -1,
  "multiplicity": 1,
  "total_energy_ha": -495.4077,
  "relative_energy_ev": 2.454
}

No. 7
{
  "formula": "C7H5P3",
  "method": "ωB97M-V/def2-TZVPD",
  "species": ["P", "P", "P", "C", "C", "C", "C", "C", "C", "C", "H", "H", "H", "H", "H"],
  "xyz": [[-0.18580, -2.60353, 0.17375], [1.84888, -1.28567, 3.22926], [-2.14562, -3.07023, -0.27841], [-0.58142, -0.11258, -1.14171], [0.35809, 2.00412, -0.40582], [-0.07176, -0.81301, -0.00464], [0.62855, -0.01208, 0.83599], [1.25380, -0.57173, 1.94361], [0.90601, 1.33568, 0.68739], [-0.29962, 1.25235, -1.35253], [0.56320, 3.01252, -0.74793], [-2.40163, -1.79938, -0.23476], [-0.96510, -0.75790, -1.78472], [-0.49984, 1.65931, -2.31321], [1.59228, 1.76215, 1.39372]],
  "forces_ev_per_angstrom": [[-0.465, -0.875, -0.151], [-0.926, 1.291, -2.253], [1.815, -2.601, 0.351], [2.630, 1.841, 3.381], [0.885, -0.151, -0.296], [-1.908, 1.266, -2.314], [1.525, 0.585, 1.442], [1.597, -2.542, 4.078], [-0.796, 1.056, -1.188], [-0.733, -2.171, 0.164], [0.242, 0.152, 0.796], [-1.207, 3.212, -0.140], [-2.080, -1.967, -3.506], [-0.513, 0.460, -0.534], [-0.067, 0.446, 0.168]],
  "mulliken_charge": [0.01, -0.24, -0.03, -0.50, -0.40, 0.01, 1.42, -0.77, -0.59, -0.65, 0.34, 0.03, 0.57, 0.38, 0.41],
  "homo_ev": -8.6335,
  "total_charge": 0,
  "multiplicity": 1,
  "total_energy_ha": -1293.6765,
  "relative_energy_ev": 0.480
}

No. 8
{
  "formula": "C7H6",
  "method": "ωB97M-V/def2-TZVPD",
  "species": ["C", "C", "C", "C", "C", "C", "C", "H", "H", "H", "H", "H", "H"],
  "xyz": [[-1.02091, 0.71159, 1.18964], [0.97423, -0.83249, 1.33119], [-1.85877, 1.38205, 1.78865], [-0.37368, 0.11977, -2.14013], [0.02872, -0.36587, -0.89886], [-0.01782, -0.07034, 0.45106], [-0.03929, 0.35825, -3.28714], [1.76808, -1.34883, 0.59651], [-2.60243, 1.89272, 2.29847], [1.66921, -0.21621, 1.97845], [0.06826, 0.86184, -4.25071], [0.41382, -1.53282, 1.89841], [0.99058, -0.95964, -0.95553]],
  "forces_ev_per_angstrom": [[-1.106, 1.123, 0.153], [2.781, 0.562, -1.964], [2.776, -2.306, -1.940], [0.739, 0.234, -1.518], [2.612, -0.376, 3.671], [-1.031, -0.076, -0.632], [-1.117, 1.090, -0.295], [-1.937, 0.667, 1.802], [-0.793, 0.645, 0.596], [-1.316, -0.338, -0.479], [-0.067, -0.722, 0.744], [-0.087, -0.812, 0.742], [-1.453, 0.309, -0.880]],
  "mulliken_charge": [-0.42, -1.03, 0.18, -0.55, 0.03, 0.31, -0.30, 0.26, 0.44, 0.30, 0.35, 0.29, 0.15],
  "homo_ev": -8.6636,
  "total_charge": 0,
  "multiplicity": 1,
  "total_energy_ha": -270.1300,
  "smiles": "C#C/C=C(/C)C#C",
  "relative_energy_ev": 2.886
}

No. 9
{
  "formula": "C7H6Br2O2S",
  "method": "ωB97M-V/def2-TZVPD",
  "species": ["Br", "Br", "S", "O", "O", "C", "C", "C", "C", "C", "C", "C", "H", "H", "H", "H", "H", "H"],
  "xyz": [[-3.63961, 0.41877, -0.99353], [-2.55123, -0.63261, 1.75846], [-0.57647, -3.92322, -0.61766], [-2.03916, -1.61138, -0.68262], [0.27362, -0.13146, 0.01461], [1.14201, -3.59799, -0.26602], [-0.98313, 1.98002, 0.27589], [0.26598, -1.52510, -0.07690], [-0.87955, 0.55120, -0.32758], [1.45958, -2.27829, -0.11263], [-2.12789, -0.25284, -0.11783], [-0.86474, -2.21830, -0.47986], [2.31698, -1.75826, 0.26907], [0.10283, 2.21797, 0.58727], [-0.99082, 0.82412, -1.43968], [-1.53454, 2.51516, -0.51939], [1.86502, -4.51759, -0.29496], [-1.49180, 1.99486, 1.31973]],
  "forces_ev_per_angstrom": [[-0.647, 0.742, -0.367], [0.205, 0.409, 0.253], [1.391, 1.187, 0.318], [-0.885, 1.232, -0.272], [0.611, -0.531, 0.674], [1.407, -2.271, -0.671], [1.013, -1.257, 2.288], [-1.717, 0.428, -1.991], [-1.264, 1.546, -1.695], [-1.403, -0.461, 1.355], [-0.310, -3.185, 0.495], [1.982, 0.746, 1.089], [0.843, -0.537, -0.331], [-1.648, 0.405, -1.281], [0.911, -1.075, 0.924], [0.741, 0.647, 1.036], [-1.590, 2.060, 0.138], [0.360, -0.085, -1.963]],
  "mulliken_charge": [-0.04, -0.04, -0.14, -0.39, -0.34, -0.19, -1.09, 0.73, 0.25, -0.94, 0.03, 0.25, 0.36, 0.31, 0.33, 0.36, 0.31, 0.25],
  "homo_ev": -8.1267,
  "total_charge": 0,
  "multiplicity": 1,
  "total_energy_ha": -5966.9551,
  "relative_energy_ev": 0.000
}

No. 10
{
  "formula": "C7H6Br3N",
  "method": "ωB97M-V/def2-TZVPD",
  "species": ["Br", "Br", "Br", "N", "C", "C", "C", "C", "C", "C", "C", "H", "H", "H", "H", "H", "H"],
  "xyz": [[1.74126, -1.63381, 2.51806], [0.64381, -3.49609, -0.52071], [-2.32571, -3.82150, 0.87819], [-1.27480, -1.35201, 0.32552], [0.37066, 2.22183, -0.84139], [-1.02907, 1.00832, 0.67066], [0.77062, 1.09077, -1.52845], [-0.74809, -0.15585, -0.07464], [-0.47990, 2.21973, 0.22961], [-0.95717, -2.53398, 0.26280], [0.13354, -0.09795, -1.21432], [-1.63854, 0.92792, 1.61451], [-0.83451, 3.05820, 0.89042], [0.42698, -0.94751, -1.67873], [0.90247, 3.29073, -1.06467], [1.33149, 1.22047, -2.43743], [2.96697, -0.99926, 1.97058]],
  "forces_ev_per_angstrom": [[1.246, 0.708, -0.428], [-1.124, 0.795, 0.504], [1.002, 0.416, -0.294], [-0.184, -1.311, 0.372], [2.251, 4.305, -0.252], [-0.196, -0.981, -0.157], [-1.691, 0.099, -0.236], [1.803, 1.343, -1.056], [-1.595, -0.522, 2.194], [-0.644, -0.823, -0.159], [-0.819, 2.429, 2.829], [0.607, 0.134, -1.301], [1.029, -0.327, -1.313], [0.427, -2.596, -1.495], [-1.414, -2.765, 0.200], [0.539, -0.274, 0.065], [-1.237, -0.628, 0.526]],
  "mulliken_charge": [-0.21, -0.10, -0.13, -0.31, -0.14, -0.22, -0.79, 0.55, -0.42, 0.24, -0.32, 0.34, 0.28, 0.45, 0.19, 0.38, 0.21],
  "homo_ev": -9.0154,
  "total_charge": 0,
  "multiplicity": 1,
  "total_energy_ha": -8047.0846,
  "smiles": "BrC(Br)=Nc1ccccc1.Br",
  "relative_energy_ev": 0.419
}